{"formula": "C2H3F3N2", "method": "ωB97M-V with the def2-TZVPD basis set", "elements": ["C", "C", "N", "N", "F", "F", "F", "H", "H", "H"], "xyz": [[0.8106, 0.9895, -0.6951], [-0.7958, -0.6315, 0.8829], [0.4897, -0.2087, -0.9875], [-0.2803, -0.9965, -0.3322], [0.1396, -0.2764, 1.8178], [-1.6644, 0.4236, 0.8637], [-1.4701, -1.6469, 1.4162], [0.4337, 1.4701, 0.1932], [1.4847, 1.5346, -1.3304], [0.8522, -0.6577, -1.8285]], "homo_ev": -9.13, "homo_lumo_gap_ev": 9.62, "e_above_lowest_kcal_mol": 41.68, "lumo_energy_ev": 0.49}

{"formula": "C3H3NO3", "method": "ωB97M-V with the def2-TZVPD basis set", "elements": ["C", "C", "N", "O", "C", "O", "O", "H", "H", "H"], "xyz": [[-1.5974, 0.2276, -0.2454], [-0.1942, -0.1636, 0.0198], [0.2242, -1.3174, 0.3811], [1.6148, -1.1643, 0.5079], [1.9552, 0.1052, 0.1955], [3.0445, 0.5778, 0.1821], [0.7852, 0.7613, -0.1136], [-1.6596, 0.7818, -1.1871], [-2.2048, -0.6774, -0.3014], [-1.9680, 0.8690, 0.5612]], "smiles": "Cc1noc(=O)o1", "homo_ev": -10.63, "homo_lumo_gap_ev": 11.27, "e_above_lowest_kcal_mol": 33.75, "lumo_energy_ev": 0.64}

{"formula": "C5H7NO", "method": "ωB97M-V with the def2-TZVPD basis set", "elements": ["C", "C", "C", "N", "C", "O", "C", "H", "H", "H", "H", "H", "H", "H"], "xyz": [[-1.7088, 0.7183, -0.2297], [-0.2971, 0.2563, 0.0624], [0.9215, 1.0193, 0.1066], [2.0632, 0.3275, 0.1716], [1.7067, -1.0217, 0.0560], [2.4609, -1.9673, 0.0537], [0.1668, -1.1559, -0.1033], [-2.0064, 0.4707, -1.2646], [-1.8301, 1.7989, -0.1159], [-2.4327, 0.2094, 0.4153], [0.8645, 2.1108, 0.1278], [0.4223, 0.6346, 1.2349], [-0.2918, -1.8570, 0.5986], [-0.0392, -1.5440, -1.1135]], "homo_ev": -8.88, "homo_lumo_gap_ev": 9.20, "e_above_lowest_kcal_mol": 65.63, "lumo_energy_ev": 0.32}

{"formula": "C7H5BrCsI2NO2", "method": "ωB97M-V with the def2-TZVPD basis set", "elements": ["Cs", "I", "C", "I", "H", "H", "Br", "C", "C", "C", "C", "C", "N", "C", "O", "O", "H", "H", "H"], "xyz": [[1.6573, -1.1174, -0.8421], [5.3589, -1.0543, 0.1856], [4.9327, -1.0206, 2.2898], [2.8197, -1.0518, 2.7113], [5.3511, -0.1069, 2.7039], [5.3821, -1.9047, 2.7363], [-1.7866, -3.0267, -0.7546], [-2.1233, -1.1423, -0.7579], [-3.4142, -0.6609, -0.7565], [-3.5508, 0.7222, -0.7572], [-2.4172, 1.5094, -0.7572], [-1.1645, 0.9026, -0.7583], [-1.0279, -0.4200, -0.7610], [0.1177, 1.7904, -0.7432], [-0.0923, 2.9955, -0.7479], [1.1953, 1.1661, -0.7228], [-4.2606, -1.3278, -0.7550], [-4.5368, 1.1596, -0.7566], [-2.4407, 2.5872, -0.7569]], "homo_ev": -8.69, "homo_lumo_gap_ev": 7.98, "e_above_lowest_kcal_mol": 13.66, "lumo_energy_ev": -0.71}

{"formula": "C26H51NO8", "method": "ωB97M-V with the def2-TZVPD basis set", "elements": ["C", "C", "N", "H", "H", "H", "C", "C", "O", "C", "H", "H", "H", "H", "H", "H", "C", "C", "O", "C", "H", "H", "H", "H", "H", "H", "C", "C", "O", "C", "H", "H", "H", "H", "H", "H", "C", "C", "O", "C", "H", "H", "H", "H", "H", "H", "C", "C", "O", "C", "H", "H", "H", "H", "H", "H", "C", "C", "O", "C", "H", "H", "H", "H", "H", "H", "C", "C", "O", "C", "H", "H", "H", "H", "H", "H", "C", "C", "O", "C", "H", "H", "H", "H", "H", "H"], "xyz": [[-0.8774, 0.2089, 0.4093], [0.1337, -0.5139, -0.3277], [0.9962, -1.0183, -0.9441], [-1.7377, 0.6466, -0.0971], [-0.3219, 1.0505, 0.8231], [-1.3082, -0.3827, 1.2171], [3.0876, -2.9113, -3.4374], [1.6118, -2.8253, -2.9946], [1.0293, -3.9168, -2.9129], [0.8775, -1.4834, -2.8373], [3.7094, -2.1591, -2.9520], [3.1853, -2.8603, -4.5219], [3.4987, -3.8635, -3.1023], [0.3445, -1.6051, -1.8944], [0.1686, -1.2794, -3.6397], [1.6039, -0.7140, -2.5751], [0.0867, 2.3349, -0.2999], [-1.3021, 2.3348, -0.8771], [-2.0399, 1.4073, -0.5638], [-1.7625, 3.5258, -1.8257], [0.4329, 3.3521, -0.1166], [0.7347, 1.8932, -1.0570], [0.3276, 1.7041, 0.5557], [-1.3848, 4.5269, -1.6180], [-2.8242, 3.5284, -2.0727], [-1.2603, 3.2400, -2.7500], [-1.3423, -3.1272, 2.7817], [-0.5765, -2.2039, 1.8212], [-1.1935, -1.7525, 0.8561], [0.8917, -1.8671, 2.1549], [-2.2790, -3.5916, 2.4738], [-1.5779, -2.5676, 3.6870], [-0.7063, -3.9589, 3.0849], [1.1810, -1.3137, 1.2615], [1.5403, -2.7255, 2.3299], [0.9043, -1.3006, 3.0861], [-4.0923, 1.1375, -0.0805], [-4.0796, 1.7871, 1.2932], [-4.9758, 2.5293, 1.6742], [-2.8647, 1.5052, 2.2256], [-3.7526, 1.8991, -0.7825], [-5.1235, 0.8841, -0.3266], [-3.5002, 0.2304, -0.2023], [-1.8755, 1.3760, 1.7862], [-2.9693, 0.5971, 2.8193], [-2.9345, 2.3523, 2.9080], [2.1743, 2.5649, 1.2579], [2.2805, 1.8947, -0.1116], [2.3017, 2.5124, -1.1716], [2.4735, 0.4216, -0.1577], [3.1210, 2.7138, 1.7771], [1.5963, 1.9273, 1.9269], [1.6785, 3.5350, 1.2243], [1.5065, 0.0163, 0.1402], [3.3272, 0.1609, 0.4679], [2.7937, 0.0316, -1.1238], [-3.0010, -0.0149, -2.2330], [-2.1852, -0.6896, -3.3125], [-2.1224, -0.2349, -4.4271], [-1.3498, -1.8391, -3.0352], [-3.9534, -0.5251, -2.0891], [-3.3007, 0.9969, -2.5061], [-2.4234, -0.0083, -1.3086], [-0.9330, -2.1710, -3.9861], [-2.0637, -2.5340, -2.5931], [-0.5181, -1.4691, -2.4355], [-1.8452, 0.7253, 4.0081], [-0.7276, 1.2494, 3.1033], [-0.5768, 0.8657, 1.9088], [0.1888, 2.2692, 3.6777], [-2.5856, 0.1904, 3.4133], [-2.5434, 1.5037, 4.3157], [-1.4224, 0.2768, 4.9071], [0.5004, 1.8385, 4.6293], [-0.4548, 3.1450, 3.7608], [0.9774, 2.2438, 2.9257], [2.6573, -1.5557, -0.9376], [3.8550, -1.8191, -0.0750], [3.8606, -2.5966, 0.8768], [5.1685, -1.3806, -0.7946], [2.5095, -2.5104, -1.4424], [2.9690, -0.8477, -1.7056], [1.8108, -1.2622, -0.3169], [5.1532, -0.2917, -0.7469], [5.3011, -1.6843, -1.8329], [6.1185, -1.7590, -0.4173]], "homo_ev": -5.82, "homo_lumo_gap_ev": 5.01, "e_above_lowest_kcal_mol": 1150.56, "lumo_energy_ev": -0.81}

{"formula": "C20H18CsN5O2S2", "method": "ωB97M-V with the def2-TZVPD basis set", "elements": ["Cs", "N", "C", "C", "C", "C", "C", "N", "C", "C", "C", "C", "C", "N", "H", "H", "H", "H", "H", "H", "H", "H", "H", "O", "C", "C", "C", "C", "C", "C", "C", "O", "N", "N", "C", "S", "C", "C", "S", "H", "H", "H", "H", "H", "H", "H", "H", "H"], "xyz": [[-0.6628, -0.2669, 0.0196], [-4.0516, 2.8961, -1.5613], [-2.8069, 3.5130, -1.5715], [-2.7700, 4.8657, -1.9458], [-1.5515, 5.5024, -2.0161], [-0.4008, 4.7877, -1.7045], [-0.5467, 3.4700, -1.3174], [-1.7166, 2.8344, -1.2461], [-4.4341, 1.5703, -1.4417], [-5.7752, 1.2667, -1.7381], [-6.1915, -0.0422, -1.6809], [-5.2759, -1.0248, -1.3180], [-3.9940, -0.6194, -1.0097], [-3.5658, 0.6414, -1.0658], [-4.7993, 3.5037, -1.8441], [-3.6873, 5.3920, -2.1818], [-1.4957, 6.5410, -2.3143], [0.5780, 5.2435, -1.7550], [0.3236, 2.8872, -1.0409], [-6.4612, 2.0579, -2.0159], [-7.2149, -0.3002, -1.9192], [-5.5570, -2.0670, -1.2687], [-3.2583, -1.3508, -0.6928], [4.2291, -3.3886, 2.0270], [3.1769, -4.2413, 1.9977], [3.3735, -5.5536, 2.4315], [2.3455, -6.4771, 2.4328], [1.0883, -6.0987, 1.9940], [0.8860, -4.8002, 1.5625], [1.8990, -3.8431, 1.5473], [1.4870, -2.4775, 1.0557], [0.2736, -2.3149, 0.7199], [2.4430, -1.5678, 1.0401], [2.0721, -0.3261, 0.5905], [2.9705, 0.5584, 0.6862], [4.6047, 0.2479, 1.3138], [5.1034, 2.0056, 1.2481], [4.4014, 2.6668, 0.0800], [2.6447, 2.2192, 0.2057], [4.9925, -3.8615, 2.3732], [4.3615, -5.8431, 2.7764], [2.5316, -7.4870, 2.7761], [0.2733, -6.8110, 1.9917], [-0.0919, -4.4902, 1.2210], [6.1859, 2.0436, 1.1334], [4.8185, 2.4824, 2.1852], [4.7807, 2.3023, -0.8735], [4.4647, 3.7537, 0.1136]], "homo_ev": -6.84, "homo_lumo_gap_ev": 7.00, "lumo_energy_ev": 0.15}

{"formula": "C6H10", "method": "ωB97M-V with the def2-TZVPD basis set", "elements": ["C", "C", "C", "C", "C", "C", "H", "H", "H", "H", "H", "H", "H", "H", "H", "H"], "xyz": [[-0.9882, -0.4409, -1.3547], [-0.7843, -0.3640, 0.1977], [-0.4226, 1.2165, 0.6351], [1.0729, 1.1566, 0.5682], [1.5369, -0.0763, 0.3737], [0.4955, -1.1519, 0.5411], [-1.9038, -0.9627, -1.6678], [-0.1648, -0.9506, -1.8806], [-1.0358, 0.5649, -1.7764], [-1.6765, -0.7482, 0.7026], [-0.9093, 1.7425, -0.1828], [-0.7134, 1.8596, 1.5080], [1.7404, 1.9939, 0.7559], [2.5534, -0.2935, 0.0757], [0.7116, -2.0383, -0.0795], [0.4880, -1.5078, 1.5839]], "smiles": "CC1CC=CC1", "homo_ev": -8.90, "homo_lumo_gap_ev": 10.08, "e_above_lowest_kcal_mol": 24.55, "lumo_energy_ev": 1.18}

{"formula": "C7H12", "method": "ωB97M-V with the def2-TZVPD basis set", "elements": ["C", "C", "C", "C", "C", "C", "C", "H", "H", "H", "H", "H", "H", "H", "H", "H", "H", "H", "H"], "xyz": [[2.4339, -0.4969, -0.0944], [1.2563, 0.4451, -0.3523], [0.0161, 0.4060, 0.5108], [-0.0100, 0.8526, 1.8234], [-2.4443, 0.3646, 0.4828], [-1.2614, -0.0336, -0.0844], [-1.2342, -0.8603, -1.3471], [3.3243, 0.0013, -0.5019], [2.4383, -0.7674, 0.9637], [2.3075, -1.4609, -0.5880], [0.8699, 0.3233, -1.3660], [1.6345, 1.4884, -0.3915], [0.9735, 1.2356, 2.1136], [-0.7289, 0.4842, 2.5496], [-2.5269, 1.0860, 1.2939], [-3.3315, 0.1990, -0.1036], [-2.2260, -1.1964, -1.6672], [-0.6933, -1.7451, -1.0254], [-0.7977, -0.3256, -2.2160]], "spin_multiplicity": 2, "homo_ev": [-14.98, -15.39], "homo_lumo_gap_ev": [9.75, 7.52], "e_above_lowest_kcal_mol": 20.07, "total_charge": 1, "lumo_energy_ev": [-5.23, -7.86]}

For the records above, the corresponding E_tot values read -487.0585, -396.5707, -324.6199, -3664.5390, -1676.0568, -2013.7087, -234.5634, -273.5466 Ha.